1.
# C33H66BaN2O7

C33H66BaN2O7 as an isolated structure at a distorted geometry (ωB97M-V with the def2-TZVPD basis set, the Open Molecules 2025 dataset).

Computed properties:
Maximum force, eV/Å: 3.76
LUMO level (spin up / spin down), eV: 1.9 / 1.8
Charge: -1
HOMO (spin up / spin down), eV: -0.793 / -2.471
Total energy, eV: -53293.253
Spin multiplicity: 2

Structure (XYZ):
```
109
Properties=species:S:1:pos:R:3:forces:R:3
Ba 12.299273 2.868092 -30.054568 -0.04 0.21 1.32
C 7.589554 1.237256 -28.350540 2.25 0.18 -1.19
C 8.170993 2.691883 -28.075481 -0.03 0.19 1.88
C 7.168298 3.149506 -26.994614 -0.19 1.44 0.38
C 7.493206 4.423853 -26.152504 -1.07 -0.24 -1.51
C 8.830702 4.345217 -25.501591 0.83 -1.20 -0.53
C 9.963738 3.898548 -26.557718 -1.51 -0.65 1.58
N 9.476423 2.658665 -27.319458 0.47 -1.27 0.28
O 10.506204 1.916187 -28.034442 -0.29 1.82 -0.08
C 11.217972 3.645748 -25.625020 -0.20 -1.53 -1.23
C 10.234254 5.078917 -27.462632 0.39 0.91 -0.11
C 8.171832 3.626046 -29.338653 0.43 -0.29 0.32
H 6.616163 1.146869 -28.832669 -0.44 0.74 0.51
H 7.684815 0.586739 -27.481152 -0.16 0.30 0.13
H 8.224729 0.782501 -29.110709 0.46 -0.17 0.00
H 6.930529 2.430949 -26.210241 0.43 -0.83 -0.47
H 6.230435 3.335376 -27.518047 -0.33 0.14 0.01
H 6.680353 4.409548 -25.426444 -0.03 0.62 0.22
H 7.346751 5.244125 -26.855212 0.18 0.54 0.33
H 8.684199 3.628130 -24.693874 0.49 -0.86 -0.22
H 9.181383 5.175180 -24.888158 -0.11 0.80 -0.63
H 11.541306 4.547287 -25.104648 0.21 0.15 -0.54
H 11.958982 3.088158 -26.197803 0.68 1.01 -0.64
H 11.185794 2.871247 -24.858726 -1.40 -0.01 0.39
H 9.382604 5.692700 -27.756021 -0.58 -0.63 -0.15
H 10.752102 4.817847 -28.385543 0.08 0.03 0.11
H 10.785844 5.859836 -26.939167 0.72 -0.10 0.20
H 7.487228 3.296711 -30.120279 -0.31 0.03 0.05
H 9.146141 3.733942 -29.815282 0.30 -0.71 0.07
H 8.021464 4.680985 -29.109288 -0.71 -0.04 0.30
C 15.074413 -0.789753 -28.834958 1.30 0.21 0.39
C 14.971452 0.273232 -27.651500 1.75 -0.67 0.23
C 15.577726 -0.342676 -26.331755 2.09 0.69 -1.41
C 17.121524 -0.108311 -26.317153 -1.32 -0.83 1.55
C 17.519586 1.347390 -26.321278 -1.42 -1.05 -1.20
C 16.945959 1.990280 -27.621077 0.23 -0.84 -1.15
N 15.528375 1.625618 -27.893137 -1.68 0.70 1.12
O 14.838713 2.351312 -28.975787 1.10 -1.09 0.88
C 17.750525 1.499575 -28.845453 0.69 1.29 -0.15
C 17.196552 3.510492 -27.481858 -1.31 0.04 -1.31
C 13.549651 0.265464 -27.305913 -2.45 1.23 -1.14
H 15.516964 -0.456797 -29.773783 -0.21 0.69 0.05
H 14.115839 -1.251707 -29.071247 0.07 -0.06 0.16
H 15.795323 -1.536343 -28.501805 -0.16 -0.53 -0.02
H 15.395095 -1.414890 -26.260398 -0.22 -0.08 -0.33
H 15.103022 0.090859 -25.451531 0.12 0.36 -0.05
H 17.647855 -0.651266 -27.102188 -0.24 0.00 -0.29
H 17.471548 -0.556627 -25.387326 0.31 -0.16 0.22
H 18.603688 1.242924 -26.277517 0.19 1.21 -0.16
H 17.077553 1.883244 -25.481302 0.26 -0.06 0.25
H 17.686305 0.446427 -29.119049 0.24 -0.05 0.53
H 18.750350 1.903047 -28.685285 0.73 -0.75 -0.09
H 17.462727 2.047690 -29.742587 -0.65 0.04 0.03
H 16.312953 4.014830 -27.090696 0.14 -0.22 0.53
H 17.222655 3.898914 -28.499959 0.27 0.26 -0.13
H 18.109343 3.808605 -26.966070 -0.03 -0.34 0.14
H 13.220903 -0.712593 -26.954588 0.10 0.09 0.45
H 12.979464 0.384459 -28.227233 -0.40 0.27 -0.02
H 13.261270 1.108501 -26.678053 -0.03 -0.29 0.34
C 14.940153 5.594825 -33.456189 -0.65 -1.70 0.55
C 14.887323 4.358094 -32.517277 -1.13 0.98 0.68
O 13.815610 3.799462 -32.264063 1.85 0.64 -0.82
C 16.186476 3.927333 -31.848191 -0.93 0.03 -0.50
H 15.689224 6.290996 -33.078898 -0.16 0.10 -0.36
H 13.927028 5.978073 -33.577781 0.15 0.34 0.38
H 15.174536 5.170140 -34.432318 0.58 0.26 -0.18
H 16.004682 2.857855 -31.741992 0.85 -0.08 0.43
H 16.306441 4.392359 -30.869689 -0.54 -0.19 0.26
H 17.077676 4.250513 -32.386151 -0.08 -0.44 -0.41
C 13.901559 7.574911 -29.045832 -0.37 0.53 -0.60
C 13.832077 6.225502 -28.423748 0.64 -2.56 -1.84
O 13.469375 5.250183 -29.111060 0.67 2.19 1.61
C 14.310173 6.046994 -27.014515 -0.48 -0.28 0.20
H 14.506769 8.323668 -28.534795 -0.20 -0.14 0.27
H 12.862995 7.887244 -29.155114 -0.09 0.41 0.32
H 14.212714 7.546203 -30.090084 0.23 -0.43 0.02
H 15.206459 6.615581 -26.766568 -0.03 0.14 -0.25
H 14.477729 4.989736 -26.809040 -0.19 0.06 -0.06
H 13.499717 6.410293 -26.382633 -0.04 0.01 0.32
C 14.877726 0.192180 -33.058516 -0.34 -0.55 1.16
C 13.411469 0.540142 -33.111874 -0.29 0.77 0.62
O 12.801746 0.870851 -32.115731 0.38 -0.46 -0.29
C 12.745294 0.620339 -34.445283 0.09 -0.17 -1.29
H 15.115681 0.081126 -32.000619 0.12 0.27 0.08
H 15.511308 0.978526 -33.468794 -0.08 -0.19 -0.36
H 15.042435 -0.801885 -33.474214 0.20 0.21 -0.58
H 11.809218 0.078554 -34.580655 -0.03 -0.11 0.60
H 13.404713 0.259480 -35.234619 0.11 0.05 -0.05
H 12.515344 1.662748 -34.665755 0.08 0.14 0.15
C 8.257284 0.942013 -32.471224 0.25 0.05 0.44
C 9.535027 1.775343 -32.467619 -1.08 -0.51 0.06
O 10.275714 1.745730 -31.532445 0.66 -0.13 0.77
C 9.723559 2.686434 -33.622203 0.15 0.24 -0.15
H 8.395648 0.020636 -33.036932 -0.12 0.16 -0.45
H 7.450912 1.571746 -32.847126 -0.13 -0.38 -0.23
H 8.009790 0.613196 -31.461897 0.16 0.24 0.09
H 10.470754 3.445362 -33.390175 -0.23 0.16 0.09
H 8.725132 3.086137 -33.799622 0.28 0.44 -0.46
H 10.075521 2.137632 -34.495729 -0.25 -0.14 -0.14
C 9.512349 6.526966 -32.163013 1.23 0.52 2.04
C 10.448886 6.273267 -30.887085 -2.46 2.08 -1.92
O 11.017073 5.168844 -30.683774 1.28 -2.49 0.31
C 10.485792 7.482160 -29.973043 -0.01 -0.86 -0.56
H 9.123090 7.524373 -31.958626 -0.61 -0.01 -0.19
H 8.696180 5.808828 -32.242049 -0.11 -0.22 -0.12
H 10.002702 6.668890 -33.126082 0.41 -0.51 -0.34
H 9.511450 7.967340 -30.031032 -0.05 0.25 0.37
H 11.215139 8.196860 -30.354292 0.36 0.62 0.10
H 10.735929 7.234559 -28.941434 -0.02 -0.03 0.06
```
Positions in Å, forces in eV/Å.

2.
# C33H66Cl2N3O6PS3

A 2-piece molecular cluster, C33H66Cl2N3O6PS3 overall at a distorted geometry (ωB97M-V with the def2-TZVPD basis set, the Open Molecules 2025 dataset).

Computed properties:
Maximum force, eV/Å: 8.63
LUMO level, eV: -1.4
HOMO, eV: -8.218
Structure (SMILES): CCCCN(CCCC[C@]1(CCCCl)[C@](Cl)(OC[C@@H](C)C(C)C)NC(=O)[C@]1(S)NCC)C(=S)SCCC.CCOP(=O)(OCC)OCC
Total energy, eV: -118879.208
Spin multiplicity: 1

Structure (XYZ):
```
114
Properties=species:S:1:pos:R:3:forces:R:3
C -4.569500 -0.343333 0.006106 0.54 0.09 -0.41
C -4.488726 -1.936565 -0.201117 -0.48 0.29 0.34
C -3.788017 -2.687908 1.050595 -0.09 0.49 -0.76
C -2.714402 -3.783635 0.609661 -0.28 1.57 -1.06
N -1.617902 -3.787174 1.621916 -1.28 -3.81 1.15
C -0.288510 -4.146665 1.043054 1.50 1.36 -0.89
C 0.593390 -2.786867 1.005690 0.40 -1.33 -0.31
C 0.832107 -2.210557 2.468176 0.69 -0.78 -0.50
C 1.695371 -0.876690 2.547467 -0.25 0.67 0.80
C 1.116494 0.341666 1.669453 -0.57 0.38 -0.23
C -0.487335 0.357100 1.803137 -0.59 0.17 0.27
C -1.028361 0.400551 3.306484 -0.76 0.25 0.41
C -1.063570 1.844853 3.974782 0.06 0.03 -0.31
Cl -1.636887 1.722338 5.740948 0.35 -0.01 -1.25
C 1.594824 0.276520 0.108676 1.83 1.64 -0.66
Cl 0.209191 0.422577 -1.115224 0.33 -1.84 1.50
O 2.603306 -0.727748 -0.103146 -2.14 -0.89 -0.69
C 2.647792 -1.215645 -1.459915 0.31 -0.32 -1.75
C 3.908485 -2.138349 -1.796544 0.63 -0.60 0.43
C 4.625844 -1.791859 -3.193407 -0.36 -0.48 0.06
C 5.044072 -2.179288 -0.676975 0.67 -0.53 0.34
C 5.706377 -0.749635 -0.346263 -0.26 -0.53 0.80
C 4.607481 -2.983372 0.660843 -0.41 0.23 -0.05
N 2.368946 1.539622 -0.204666 1.20 -0.39 2.75
C 3.056487 1.797895 1.076053 -0.01 0.56 -1.28
O 4.247136 2.004357 1.317521 -3.53 -0.42 -0.82
C 1.769313 1.776234 2.077902 2.22 -0.66 0.51
S 0.899400 3.337099 1.547054 -0.91 0.23 -0.31
N 2.426893 1.892031 3.406410 -1.33 0.39 -0.39
C 2.768192 3.287939 3.788740 1.59 -0.01 2.05
C 3.802012 3.184495 5.035545 -0.44 0.99 -0.30
C -1.943782 -4.547950 2.817404 0.85 1.10 1.05
S -0.883239 -4.674344 4.130621 -1.11 0.00 -1.94
S -3.584050 -5.434014 3.048542 0.30 0.63 -0.32
C -4.683666 -4.403752 4.136148 -0.13 1.54 0.90
C -3.925514 -3.383864 5.104239 -0.75 -0.17 1.12
C -3.483505 -4.070302 6.501977 0.18 1.00 0.03
H -5.438649 0.114866 -0.581063 1.16 -0.68 0.92
H -3.612732 0.149767 -0.398369 -1.29 -0.73 0.60
H -4.636072 -0.040125 1.101773 -0.15 -0.52 -1.36
H -3.947613 -2.131645 -1.187015 -0.64 0.10 1.36
H -5.557703 -2.324216 -0.312693 1.47 0.41 0.06
H -3.221192 -1.882874 1.643077 -0.75 -1.27 -0.70
H -4.607328 -3.126809 1.705071 1.21 0.55 -0.76
H -3.143246 -4.804310 0.361604 0.44 1.17 0.59
H -2.242800 -3.395954 -0.365521 -0.60 -0.49 1.45
H 0.261292 -4.976213 1.584502 -0.90 1.13 -0.25
H -0.413240 -4.500211 -0.042084 -0.04 0.49 1.54
H 0.076568 -2.081292 0.281348 0.54 -0.63 1.02
H 1.591211 -3.070360 0.507979 -1.37 0.55 0.81
H -0.174098 -2.159607 2.998512 1.38 0.24 -0.68
H 1.428531 -3.014215 3.034901 -0.91 1.17 -0.75
H 1.620105 -0.518020 3.638450 0.16 -0.55 -1.57
H 2.818542 -1.043948 2.386116 -1.80 0.21 -0.08
H -0.966457 1.251932 1.264848 0.98 -1.30 0.64
H -0.975428 -0.559903 1.314199 1.05 1.25 0.69
H -2.122045 0.044644 3.263321 1.55 0.50 0.13
H -0.507832 -0.298259 4.030732 -0.46 0.79 -1.04
H -0.067776 2.380400 4.022163 -1.22 -0.80 -0.06
H -1.796130 2.529212 3.446275 0.80 -0.87 0.71
H 2.683438 -0.329320 -2.187528 -0.16 -1.07 0.98
H 1.715645 -1.837074 -1.719359 1.16 1.11 0.57
H 3.520005 -3.215699 -1.897116 0.49 1.55 0.26
H 4.829003 -2.770616 -3.741402 -0.27 1.27 0.67
H 3.950189 -1.165212 -3.866252 1.08 -0.66 0.86
H 5.645985 -1.314470 -3.015583 -1.54 -0.32 -0.34
H 5.899963 -2.812013 -1.116067 -1.37 0.85 0.35
H 6.803401 -0.910651 -0.080642 -1.36 0.31 -0.50
H 5.221910 -0.326514 0.602816 0.59 -0.35 -1.58
H 5.623691 -0.007574 -1.207875 0.11 -0.97 1.20
H 4.325155 -2.271659 1.511871 0.54 -0.94 -1.20
H 5.430200 -3.689845 1.020486 -1.06 1.08 -0.48
H 3.670449 -3.619733 0.477358 1.39 0.81 0.11
H 2.968095 1.497152 -1.036407 -0.22 -0.39 0.53
H -0.464970 3.248150 1.747312 1.08 -0.49 0.14
H 1.859472 1.506387 4.170150 0.19 0.11 -0.51
H 1.875872 3.873661 4.199718 1.05 -0.62 -1.00
H 3.340167 3.857804 2.983958 -1.20 -0.91 0.85
H 3.854220 4.249531 5.461299 0.10 -1.55 -0.42
H 4.843092 2.876896 4.712741 -1.35 0.22 0.30
H 3.427130 2.497780 5.858821 0.40 0.77 -1.07
H -5.287950 -5.107342 4.798331 0.96 0.63 -1.05
H -5.440173 -3.793904 3.536676 1.13 -0.99 0.43
H -4.698667 -2.585280 5.397817 1.00 -1.13 -0.60
H -3.065687 -2.819697 4.625760 -1.02 -0.90 0.43
H -2.376095 -4.312522 6.548062 -1.45 0.10 -0.24
H -4.093664 -4.995718 6.742361 0.75 1.10 -0.39
H -3.672582 -3.292212 7.322317 0.24 -1.20 -1.02
C -0.618771 5.432234 -8.491552 -0.11 -0.06 0.01
C 0.169269 5.425863 -7.192207 0.21 0.33 -0.19
O -0.512720 4.744705 -6.142651 0.11 -0.35 -1.02
P -0.736384 3.115385 -6.350652 -1.06 3.62 7.76
O 0.670869 2.674372 -5.931295 -0.78 -1.27 -4.27
O -1.401609 2.701933 -4.883647 -0.49 -0.54 -1.05
C -0.722029 1.861043 -3.953365 0.32 -0.01 0.36
C 0.164878 2.667128 -3.018531 0.42 0.46 -0.20
O -2.302380 3.469269 -6.946697 2.13 -1.46 -1.39
C -3.492983 3.264435 -6.182224 -0.62 -0.67 0.40
C -3.698218 4.292198 -5.076635 0.16 0.46 -0.14
H -0.740614 4.415834 -8.881024 0.01 0.04 -0.04
H -0.106151 6.021017 -9.254797 0.04 -0.02 0.07
H -1.619099 5.842482 -8.337260 0.10 -0.02 -0.01
H 1.154090 4.971837 -7.342770 0.00 0.02 0.03
H 0.326967 6.453278 -6.857922 -0.05 -0.12 0.15
H -0.166434 1.077812 -4.467682 0.11 0.15 -0.07
H -1.485956 1.345801 -3.361824 -0.20 0.17 -0.15
H 0.795879 3.384869 -3.551675 -0.14 -0.19 -0.19
H 0.815509 2.001765 -2.439977 -0.24 0.78 -0.56
H -0.446992 3.250296 -2.325676 0.04 -0.11 0.08
H -3.517120 2.242444 -5.798820 0.06 0.17 0.09
H -4.332059 3.344619 -6.879307 0.28 0.03 -0.25
H -2.809405 4.480917 -4.477453 -0.01 -0.27 -0.08
H -4.495191 3.961954 -4.405411 0.00 -0.03 -0.13
H -3.982694 5.257583 -5.504584 -0.10 -0.11 -0.01
```
Positions in Å, forces in eV/Å.

Q: What is the formula in the first record?
A: C33H66BaN2O7